Entry 1:
87
Properties=species:S:1:pos:R:3 method="wB97M-V/def2-TZVPD" total_energy_ev=-80197.7030 smiles="COB(O)[PH](CCCCOC=O)(CCCSC(=S)N1CCOCC1)CCCC(=O)O.c1ccncc1.c1ccncc1" gap_ev=8.0
C -0.61 1.62 3.15
O -0.27 0.33 2.59
B -1.16 -0.74 3.07
O -0.47 -1.91 3.55
P -3.05 -0.48 2.91
C -4.46 -1.73 2.94
C -5.87 -1.00 3.34
C -6.43 -0.03 2.19
C -6.57 1.46 2.79
O -6.19 2.40 1.74
C -5.92 3.68 2.33
O -5.77 4.67 1.57
C -2.85 -0.64 1.02
C -2.37 -2.05 0.44
C -1.27 -1.94 -0.76
S 0.36 -1.28 -0.20
C 0.78 0.22 -1.23
S -0.33 0.92 -2.31
N 2.14 0.84 -1.10
C 2.72 1.12 -2.46
C 4.28 1.56 -2.25
O 4.51 2.03 -0.90
C 3.46 2.92 -0.47
C 2.00 2.19 -0.47
C -3.12 -0.09 4.77
C -3.53 -1.24 5.78
C -2.64 -2.57 5.79
C -1.25 -2.39 6.61
O -1.04 -1.46 7.43
O -0.24 -3.37 6.42
H -1.61 2.05 2.80
H -0.50 1.60 4.30
H 0.20 2.36 2.78
H 0.27 -1.53 4.11
H -3.47 0.90 2.67
H -4.28 -2.69 3.55
H -4.70 -2.13 1.87
H -6.61 -1.87 3.51
H -5.81 -0.44 4.33
H -5.88 -0.09 1.19
H -7.52 -0.38 1.97
H -5.88 1.64 3.68
H -7.65 1.63 3.18
H -5.86 3.82 3.47
H -3.85 -0.36 0.49
H -2.09 0.15 0.63
H -3.30 -2.50 -0.11
H -2.09 -2.85 1.21
H -1.09 -3.03 -1.11
H -1.75 -1.39 -1.63
H 2.64 0.18 -3.13
H 2.22 2.02 -2.98
H 4.47 2.41 -3.02
H 4.98 0.70 -2.51
H 3.65 3.32 0.59
H 3.40 3.81 -1.21
H 1.30 2.90 -1.06
H 1.56 2.10 0.59
H -3.86 0.79 4.91
H -2.10 0.34 5.14
H -3.43 -0.79 6.85
H -4.63 -1.59 5.73
H -3.23 -3.35 6.40
H -2.48 -3.05 4.76
H -0.10 -3.56 5.47
C 9.10 -0.24 -5.71
C 9.25 -0.55 -4.37
C 8.34 0.00 -3.47
N 7.34 0.81 -3.82
C 7.22 1.10 -5.13
C 8.07 0.60 -6.11
H 9.79 -0.64 -6.45
H 10.04 -1.20 -4.03
H 8.41 -0.22 -2.41
H 6.40 1.76 -5.39
H 7.93 0.87 -7.15
C 1.92 -0.20 -7.81
C 0.89 -0.01 -6.89
C 1.08 -0.48 -5.60
N 2.19 -1.11 -5.18
C 3.16 -1.28 -6.09
C 3.08 -0.84 -7.41
H 1.81 0.16 -8.83
H -0.03 0.49 -7.17
H 0.31 -0.36 -4.84
H 4.05 -1.79 -5.73
H 3.90 -1.01 -8.10

---

Entry 2:
87
Properties=species:S:1:pos:R:3 method="wB97M-V/def2-TZVPD" total_energy_ev=-149597.9460 gap_ev=9.1
C -2.83 -0.24 1.09
C -1.78 0.43 0.02
C -0.68 -0.60 -0.53
C 0.87 -0.25 -0.24
C 1.02 0.10 1.32
C 0.23 -0.81 2.38
C -0.51 0.16 3.47
C -1.56 -0.74 4.34
C -2.65 0.20 5.06
C -3.87 -0.58 5.73
C -4.71 -1.53 4.73
C -6.03 -0.83 4.14
O -6.84 -1.82 3.42
C -6.37 -1.84 2.04
C 1.54 0.84 -1.28
C 2.59 1.64 -0.29
C 2.20 3.00 0.42
C 3.31 3.52 1.32
C 4.58 2.71 1.46
N 5.03 1.50 0.87
C 3.96 1.06 0.04
C 0.54 1.99 -1.78
I -1.03 1.54 -3.28
C 1.24 3.20 -2.61
C 0.28 4.52 -2.65
C 2.29 0.21 -2.58
C 3.67 0.98 -3.04
C 3.87 1.03 -4.62
O 5.02 0.73 -5.06
Br 2.56 1.60 -5.98
C 2.32 -1.37 -2.82
C 1.63 -1.64 -4.29
C 1.35 -3.15 -4.66
N -0.04 -3.24 -5.26
S 3.99 -2.19 -3.02
O 5.01 -1.88 -1.98
O 4.50 -2.14 -4.45
F 3.69 -3.86 -2.78
O 1.58 -2.24 -1.96
S 1.71 -1.94 -0.34
O 0.95 -3.05 0.34
O 3.07 -1.98 0.28
H -3.89 -0.27 0.62
H -2.93 0.38 2.04
H -2.58 -1.31 1.36
H -2.48 0.85 -0.79
H -1.36 1.35 0.56
H -1.03 -1.61 -0.08
H -0.76 -0.84 -1.66
H 2.10 0.02 1.72
H 0.58 1.16 1.49
H 0.96 -1.44 3.03
H -0.53 -1.54 2.00
H 0.28 0.58 4.18
H -1.06 1.03 2.95
H -0.97 -1.31 5.15
H -2.01 -1.51 3.62
H -2.96 1.02 4.32
H -2.09 0.73 5.92
H -4.61 0.23 6.11
H -3.50 -1.13 6.66
H -5.03 -2.46 5.32
H -4.10 -1.90 3.83
H -6.64 -0.27 4.94
H -5.72 -0.05 3.34
H -6.77 -2.75 1.45
H -6.71 -0.85 1.55
H -5.22 -1.90 1.96
H 1.20 3.52 0.28
H 3.16 4.50 1.88
H 5.36 3.15 2.20
H 4.20 0.09 -0.54
H -0.09 2.37 -0.90
H 1.40 2.90 -3.70
H 2.24 3.55 -2.19
H -0.24 4.62 -1.64
H 1.02 5.41 -2.78
H -0.41 4.54 -3.55
H 1.65 0.61 -3.47
H 3.68 2.08 -2.70
H 4.61 0.53 -2.58
H 0.61 -1.09 -4.28
H 2.23 -1.16 -5.13
H 1.42 -3.94 -3.84
H 2.07 -3.46 -5.51
H -0.67 -3.31 -4.43
H -0.08 -4.18 -5.69

---

Entry 3:
79
Properties=species:S:1:pos:R:3 method="wB97M-V/def2-TZVPD" total_charge=+2 total_energy_ev=-152673.8922 gap_ev="7.2 / 6.5" spin_multiplicity=6
N -4.94 -0.69 3.24
C -4.02 0.09 3.82
C -3.06 0.79 3.09
C -3.06 0.69 1.68
C -4.07 -0.11 1.08
C -4.97 -0.78 1.91
C -2.05 1.35 0.88
Mn -0.04 0.16 0.26
P 2.02 0.70 -0.99
C -1.94 1.14 -0.52
C -1.46 2.19 -1.39
C -1.70 2.11 -2.77
C -1.16 3.05 -3.64
C -0.30 4.03 -3.11
C -0.15 4.20 -1.73
C -0.71 3.26 -0.87
Br 0.71 5.18 -4.30
H -1.51 2.16 1.37
H -2.49 0.34 -1.01
H -2.33 1.43 3.59
H -4.18 -0.17 0.00
H -4.05 0.18 4.91
H -5.76 -1.40 1.46
H -2.33 1.30 -3.15
H -0.54 3.37 0.20
H -1.40 3.05 -4.70
H 0.39 5.07 -1.34
P -0.47 -2.34 -0.13
C 2.68 2.24 -0.24
C 3.45 3.17 -1.17
H 3.30 1.95 0.62
H 1.81 2.78 0.18
H 3.82 4.03 -0.60
H 4.32 2.68 -1.62
H 2.81 3.57 -1.97
C 1.59 1.05 -2.74
C 2.72 0.98 -3.75
H 1.10 2.04 -2.77
H 0.80 0.35 -3.02
H 2.34 1.23 -4.75
H 3.52 1.70 -3.52
H 3.15 -0.02 -3.79
C 3.33 -0.60 -0.97
C 4.75 -0.10 -1.17
H 3.06 -1.35 -1.72
H 3.23 -1.10 0.01
H 5.44 -0.95 -1.13
H 4.89 0.38 -2.14
H 5.05 0.60 -0.38
C 0.52 -3.69 0.66
C 2.03 -3.59 0.47
H 0.15 -4.64 0.25
H 0.28 -3.66 1.73
H 2.50 -4.48 0.90
H 2.33 -3.54 -0.59
H 2.45 -2.72 0.99
C -0.28 -2.70 -1.94
C -1.18 -1.85 -2.83
H -0.50 -3.78 -2.08
H 0.78 -2.53 -2.17
H -0.99 -2.11 -3.88
H -2.24 -2.02 -2.64
H -0.98 -0.78 -2.73
C -2.17 -2.96 0.22
C -2.47 -3.18 1.71
H -2.30 -3.91 -0.33
H -2.88 -2.23 -0.20
H -3.53 -3.42 1.84
H -1.90 -4.02 2.13
H -2.25 -2.28 2.30
C 0.63 0.30 5.80
C -0.38 -0.46 4.92
C -0.15 -0.33 3.49
N 0.03 -0.21 2.35
H 1.65 -0.07 5.66
H 0.41 0.18 6.87
H 0.62 1.37 5.59
H -0.36 -1.53 5.18
H -1.40 -0.11 5.16